[1]
Density functional theory data (ωB97M-V/def2-TZVPD) for a structure of composition C34H37FeN2O3.

Computed properties:
Energy above the lowest of the compared OMol25 structures with the same formula, charge and spin ... 42.7 kJ/mol
Total charge ... 0
E_HOMO (spin up / spin down) ... -7.263 / -7.220 eV
Gap between HOMO and LUMO (spin up / spin down) ... 6.85 / 6.33 eV
LUMO energy (spin up / spin down) ... -0.412 / -0.894 eV
2S+1 ... 6

Last column: Mulliken spin population.
CARTESIAN COORDINATES (ANGSTROEM)
Fe: -0.88424 -0.52014 -1.31856  3.932
C: 0.18658 -0.49014 -3.62692  0.132
C: 0.66180 0.64372 -3.01514  0.123
C: -0.46502 1.56361 -2.83814  0.206
C: -1.60144 0.97847 -3.38871  0.095
C: -1.23614 -0.29044 -3.88090  0.128
C: -2.11753 -1.27921 -4.56085  -0.005
C: -2.93856 1.64459 -3.46890  0.015
C: -0.38954 2.93719 -2.26329  -0.016
C: 2.09470 0.98829 -2.75100  0.013
C: 0.98391 -1.65340 -4.13292  0.015
H: -1.59002 -1.77752 -5.37719  0.004
H: -3.01021 -0.80376 -4.96437  0.004
H: -2.45231 -2.04302 -3.85471  0.019
H: -2.86493 2.58919 -4.01400  0.000
H: -3.34866 1.86245 -2.48224  -0.001
H: -3.66520 1.01831 -3.97949  0.000
H: -0.10030 3.65926 -3.03466  0.015
H: 0.34599 3.00022 -1.46113  0.004
H: -1.35508 3.25029 -1.86480  0.003
H: 2.19408 1.69503 -1.92529  0.004
H: 2.54220 1.46285 -3.62940  0.006
H: 2.69109 0.10453 -2.51977  0.003
H: 1.01835 -1.64907 -5.22598  0.003
H: 0.55293 -2.60860 -3.82666  0.002
H: 2.00994 -1.61981 -3.76978  0.000
O: -2.82722 -0.83448 -1.68591  0.083
C: -3.91385 -0.43143 -1.06872  0.007
C: -5.12073 -0.28155 -1.78502  0.016
C: -6.27163 0.16506 -1.17401  -0.004
C: -6.29455 0.46566 0.19254  0.010
C: -5.14643 0.26571 0.92434  -0.010
C: -3.96354 -0.18546 0.32408  0.006
C: -2.84005 -0.55165 1.15704  -0.003
N: -1.72955 -0.92605 0.65465  0.064
N: -0.80259 -1.47401 1.53951  0.013
C: 0.16117 -1.97530 0.82877  0.016
O: 0.26260 -1.92011 -0.46774  0.066
C: 1.28855 -2.63671 1.55267  0.010
C: 1.54480 -2.36750 2.89547  -0.002
C: 2.62880 -2.95631 3.52723  0.001
C: 3.45834 -3.82809 2.82998  -0.001
C: 3.19914 -4.10742 1.49528  0.000
C: 2.12221 -3.50644 0.85678  0.001
H: -5.10867 -0.52999 -2.83919  -0.001
H: -7.17579 0.27696 -1.76123  0.000
H: -7.20036 0.81765 0.66696  0.001
H: -5.14780 0.43876 1.99654  0.000
H: -2.97618 -0.61247 2.23880  0.003
H: 0.89106 -1.68445 3.42352  -0.001
H: 2.83013 -2.73220 4.56750  0.000
H: 4.30047 -4.29291 3.32754  0.000
H: 3.83994 -4.78847 0.94903  0.000
H: 1.91601 -3.69934 -0.18786  0.001
C: 3.39336 2.28867 5.51660  0.000
C: 2.83379 1.87014 4.18443  -0.001
C: 1.53968 2.21355 3.81557  0.001
C: 0.99248 1.82352 2.60200  0.004
C: -0.42586 2.21526 2.29206  0.000
C: 1.79058 1.06331 1.72395  -0.008
C: 1.31256 0.63572 0.41951  -0.004
O: 0.21507 0.89975 -0.06294  0.034
C: 3.10514 0.69053 2.08640  -0.002
C: 3.98716 -0.16476 1.20539  0.000
C: 3.59956 1.10406 3.31067  0.000
H: 2.80838 3.09323 5.96017  0.000
H: 4.42665 2.62286 5.41771  0.000
H: 3.38821 1.44575 6.21163  0.000
H: 0.93032 2.79611 4.49761  0.000
H: -0.88854 2.65433 3.17559  0.000
H: -1.00873 1.35495 1.97172  0.003
H: -0.46556 2.94481 1.47945  0.001
H: 2.00731 0.02745 -0.16852  -0.007
H: 3.50926 -1.11683 0.97178  0.000
H: 4.92010 -0.38151 1.72211  0.000
H: 4.23656 0.33113 0.26453  0.000
H: 4.60588 0.81765 3.59882  0.000

Atoms 1-2, force components in eV/Å:
Fe -0.53 0.13 -0.28
C -0.52 -0.43 -0.17

=====

[2]
Density functional theory data (ωB97M-V/def2-TZVPD) for a cluster of 13 separate species, C33H92O19 in total in a non-equilibrium geometry.

Computed properties:
Energy above the lowest of the compared OMol25 structures with the same formula, charge and spin ... 50.7 kJ/mol
Total charge ... 0
E_HOMO ... -9.247 eV
Gap between HOMO and LUMO ... 9.55 eV
LUMO energy ... 0.308 eV
2S+1 ... 1

Last column: Löwdin charge in e.
CARTESIAN COORDINATES (ANGSTROEM)
C: 14.81148 14.83076 15.35678  -0.252
C: 15.21171 16.30318 15.43523  -0.259
O: 15.81681 16.75868 14.30354  -0.056
O: 15.91004 14.00810 15.39926  -0.056
H: 14.29587 14.55148 14.43794  0.113
H: 14.18837 14.67860 16.23808  0.118
H: 15.92810 16.49082 16.23503  0.128
H: 14.31023 16.88431 15.62946  0.110
H: 16.13758 17.64438 14.48862  0.108
H: 16.36023 14.11478 14.55809  0.032
C: 9.87994 17.46296 14.00400  -0.253
C: 10.43422 16.22948 14.69115  -0.252
O: 11.81742 16.26926 14.90309  -0.081
O: 8.49574 17.34230 13.78219  -0.055
H: 10.36123 17.61874 13.03850  0.108
H: 10.03794 18.25515 14.73583  0.125
H: 10.30356 15.29558 14.14445  0.097
H: 9.94643 16.08804 15.65560  0.119
H: 12.31584 16.37386 14.08931  0.035
H: 8.30505 18.20782 13.41323  0.085
C: 12.20077 9.21179 16.00551  -0.220
C: 11.09293 8.54514 16.85664  -0.217
O: 10.79327 9.27552 18.04283  -0.067
O: 11.79702 10.37218 15.27896  -0.087
H: 12.70588 8.43422 15.43250  0.117
H: 12.93363 9.57403 16.72648  0.101
H: 11.47659 7.57140 17.16112  0.116
H: 10.18063 8.42802 16.27175  0.120
H: 9.94123 9.67665 17.85649  0.068
H: 11.26419 10.88806 15.88852  0.020
C: 12.95887 19.13916 12.33295  -0.257
C: 12.91765 17.91496 11.52669  -0.232
O: 12.99783 16.72938 12.32057  -0.084
O: 13.25251 20.24257 11.48455  -0.045
H: 13.81467 19.02708 12.99865  0.122
H: 12.05363 19.26831 12.92621  0.116
H: 13.78937 17.86620 10.87414  0.129
H: 12.09767 17.92338 10.80859  0.106
H: 13.70782 16.19547 11.95660  0.041
H: 13.20433 20.95936 12.12133  0.083
C: 9.39541 10.25712 7.98863  -0.241
C: 9.03829 9.34996 9.24693  -0.214
O: 9.94809 8.27876 9.46186  -0.080
O: 10.64650 10.87176 8.08629  -0.069
H: 8.50439 10.85858 7.80856  0.107
H: 9.45666 9.60078 7.12054  0.106
H: 8.04683 8.92834 9.08158  0.111
H: 8.94571 9.97762 10.13325  0.102
H: 10.76659 8.59968 9.84743  0.018
H: 11.10957 10.36368 8.75638  0.022
C: 16.32166 14.66614 11.11508  -0.176
C: 17.70216 14.69810 11.89958  -0.200
O: 17.60062 14.24276 13.20798  -0.065
O: 15.46892 15.68390 11.60216  -0.094
H: 15.68367 13.79984 11.29004  0.100
H: 16.43023 14.74514 10.03339  0.099
H: 18.01359 15.74266 11.89660  0.124
H: 18.43855 14.10910 11.35284  0.112
H: 18.40852 14.45916 13.67923  0.114
H: 15.76596 15.87974 12.49380  0.043
C: 16.41813 10.93700 8.85855  -0.065
C: 16.78124 12.13728 8.03109  -0.489
C: 15.56637 13.00766 7.66965  -0.024
O: 17.71325 12.90528 8.76816  -0.053
H: 16.01555 11.21094 9.83374  0.062
H: 17.20469 10.20131 9.02645  0.085
H: 15.66714 10.35172 8.32791  0.071
H: 17.27105 11.78736 7.12239  0.133
H: 14.68691 12.37852 7.53240  0.081
H: 15.82350 13.54620 6.75753  0.082
H: 15.34990 13.68536 8.49547  0.058
H: 18.44829 12.29804 8.88034  0.090
C: 10.01681 12.83334 19.05548  -0.025
C: 10.69244 12.97966 17.63611  -0.443
C: 12.16008 12.46134 17.59090  -0.037
O: 10.00832 12.23468 16.69167  -0.072
H: 9.57186 11.84774 19.19231  0.070
H: 9.21541 13.55458 19.21568  0.070
H: 10.68474 13.01412 19.89768  0.076
H: 10.65144 14.00614 17.27179  0.125
H: 12.53196 12.52932 16.56856  0.073
H: 12.28617 11.45396 17.98764  0.067
H: 12.81426 12.94744 18.31468  0.083
H: 9.07924 12.35920 16.89881  0.101
C: 8.53944 10.62776 13.78201  -0.064
C: 7.27122 11.46016 13.62954  -0.480
C: 7.67709 12.75976 12.89787  -0.036
O: 6.34539 10.67030 12.87478  -0.047
H: 8.14286 9.73173 14.25945  0.071
H: 9.31907 10.98610 14.45423  0.057
H: 8.91402 10.39710 12.78472  0.078
H: 6.88376 11.57296 14.64208  0.126
H: 6.80061 13.21492 12.43665  0.076
H: 8.27669 12.42044 12.05322  0.065
H: 8.19827 13.50048 13.50431  0.075
H: 6.14943 9.90236 13.41652  0.080
C: 16.07322 10.14418 15.23553  -0.018
C: 16.54194 9.43516 13.95926  -0.501
C: 16.35496 10.17394 12.69552  -0.070
O: 17.94530 9.30944 14.00763  -0.048
H: 16.69145 9.90908 16.10191  0.080
H: 15.11258 9.72392 15.53329  0.053
H: 15.91177 11.21830 15.14443  0.072
H: 16.03466 8.48084 13.81773  0.132
H: 15.28070 10.29799 12.55877  0.068
H: 16.82479 9.75182 11.80717  0.081
H: 16.77340 11.17978 12.73175  0.083
H: 18.12165 8.73547 14.75667  0.084
C: 13.22406 7.70124 10.99375  -0.026
C: 13.31261 8.85598 9.99931  -0.489
C: 13.28809 8.41386 8.55880  -0.041
O: 12.18074 9.63508 10.14811  -0.099
H: 14.13049 7.11134 10.85774  0.080
H: 12.43258 6.98646 10.76850  0.088
H: 13.23166 8.01764 12.03680  0.074
H: 14.19989 9.46588 10.16919  0.121
H: 14.15552 7.82466 8.26132  0.085
H: 13.25229 9.32056 7.95487  0.081
H: 12.42702 7.81736 8.25743  0.087
H: 12.29176 10.00174 11.02836  0.065
C: 10.11292 15.62356 9.59541  -0.060
C: 10.01445 16.82426 8.74937  -0.492
C: 10.30596 16.61286 7.22201  -0.041
O: 8.67705 17.30360 8.72101  -0.067
H: 9.91243 15.82794 10.64714  0.081
H: 11.10321 15.18536 9.47123  0.075
H: 9.45201 14.81250 9.28966  0.089
H: 10.63665 17.64664 9.10246  0.122
H: 9.54606 15.91920 6.86214  0.080
H: 11.29009 16.14854 7.15883  0.067
H: 10.48298 17.51247 6.63256  0.077
H: 8.15307 16.65242 8.24878  0.077
C: 13.07230 12.63348 10.69283  -0.021
C: 12.85821 12.44088 12.20563  -0.438
C: 11.62663 13.13600 12.78321  -0.023
O: 12.78227 11.04776 12.48835  -0.063
H: 12.36783 12.06876 10.08217  0.073
H: 14.04676 12.27646 10.35958  0.051
H: 13.06536 13.65310 10.30760  0.076
H: 13.70081 12.86082 12.75499  0.120
H: 11.69188 13.02266 13.86534  0.078
H: 10.75882 12.56940 12.44566  0.075
H: 11.59547 14.17006 12.43986  0.072
H: 12.77972 10.94206 13.44251  0.066

Atoms 1-2, force components in eV/Å:
C -0.06 1.17 0.14
C -1.36 -0.41 1.62